(1)
{"formula": "C17H19BNO7P", "method": "ωB97M-V with the def2-TZVPD basis set", "symbols": ["N", "B", "O", "C", "C", "C", "P", "O", "O", "O", "C", "O", "O", "C", "O", "H", "H", "H", "H", "H", "H", "H", "C", "C", "C", "C", "C", "C", "H", "H", "H", "H", "H", "H", "C", "C", "C", "C", "C", "C", "H", "H", "H", "H", "H", "H"], "coordinates": [[1.69197, -0.35111, 2.41488], [0.31415, 0.22304, 2.43860], [-0.09530, 1.01689, 1.37903], [-0.59341, -0.13123, 3.70201], [-1.81538, -0.68795, 3.68055], [-2.70182, -1.09901, 2.50898], [-4.45267, -0.57601, 2.89652], [-5.21180, -1.64421, 3.55077], [-5.21730, -0.16773, 1.50624], [-4.45656, 0.79520, 3.79079], [-2.18197, -0.81821, 5.15346], [-3.11867, -1.26677, 5.68931], [-1.19438, -0.28478, 5.99949], [-0.16585, 0.08256, 5.15595], [0.87267, 0.45967, 5.50355], [1.53017, -1.36654, 2.47163], [2.06398, -0.13461, 3.35132], [0.20769, 1.93291, 1.46911], [-2.40981, -0.62869, 1.55317], [-2.64849, -2.19516, 2.38324], [-6.11772, 0.03922, 1.81841], [-4.55547, 0.51880, 4.71932], [2.34572, -1.70365, -0.81261], [3.07115, -2.62099, -1.56262], [2.56073, -3.09501, -2.76421], [1.32237, -2.65487, -3.21448], [0.59329, -1.74451, -2.46035], [1.10530, -1.26750, -1.26023], [2.74558, -1.32764, 0.12147], [4.03578, -2.96612, -1.21043], [3.12795, -3.80771, -3.35052], [0.92533, -3.02241, -4.15304], [-0.37521, -1.40499, -2.80870], [0.53780, -0.55458, -0.67287], [1.24094, 3.65015, -5.06040], [1.88281, 4.03142, -3.88960], [2.16757, 3.08526, -2.91350], [1.80666, 1.75770, -3.10612], [1.15683, 1.37835, -4.27312], [0.87531, 2.32379, -5.25096], [1.02471, 4.38689, -5.82453], [2.16230, 5.06716, -3.73795], [2.67155, 3.38239, -2.00152], [2.03081, 1.01926, -2.34655], [0.87027, 0.34423, -4.42107], [0.37043, 2.02713, -6.16241]], "e_tot_ha": -1607.00398, "smiles": "NB(O)C1=C(CP(=O)(O)O)C(=O)OC1=O.c1ccccc1.c1ccccc1", "gap_ha": 0.2987, "homo_ha": -0.343}

(2)
{"formula": "C17H19Br4N9O3PtS", "method": "ωB97M-V with the def2-TZVPD basis set", "symbols": ["Pt", "Br", "C", "C", "Br", "C", "Br", "C", "O", "C", "O", "C", "Br", "C", "C", "N", "N", "C", "S", "N", "N", "H", "H", "H", "H", "H", "H", "C", "N", "C", "C", "N", "C", "H", "H", "H", "H", "H", "H", "C", "N", "C", "C", "O", "N", "C", "N", "H", "H", "H", "H", "H", "H", "H"], "coordinates": [[0.13552, 0.26289, -0.26329], [5.13073, -4.44032, 1.60643], [3.51657, -3.54647, 1.66788], [2.47532, -4.03877, 2.63718], [2.90027, -5.47424, 3.73255], [1.26162, -3.46167, 2.72196], [-0.09801, -3.99013, 3.87132], [0.94967, -2.30586, 1.87503], [-0.08309, -1.68703, 1.89027], [2.04116, -1.81580, 0.88459], [1.80342, -0.84582, 0.16465], [3.30973, -2.48859, 0.84223], [4.55607, -1.83698, -0.38537], [2.18990, 3.20004, 4.01946], [2.44558, 3.25101, 2.56151], [3.34685, 3.95866, 1.96582], [3.19430, 3.67122, 0.63775], [2.22254, 2.79870, 0.38271], [1.66611, 2.19798, -1.08179], [1.73477, 2.51464, 1.62597], [0.70107, 1.61342, 1.83389], [2.78486, 3.97004, 4.50295], [2.47577, 2.23215, 4.43527], [1.13627, 3.37505, 4.23862], [3.78237, 4.12190, -0.04482], [-0.18908, 2.08095, 2.00828], [0.92648, 0.99736, 2.60642], [-0.84243, -4.20660, -3.29819], [-1.06981, -3.17668, -2.28542], [-2.08196, -3.16055, -1.35627], [-1.89165, -2.05089, -0.59601], [-0.77610, -1.38915, -1.06181], [-0.30273, -2.10155, -2.07366], [-1.78772, -4.45600, -3.77221], [-0.41367, -5.09429, -2.83919], [-0.16056, -3.81688, -4.04885], [-2.83160, -3.93169, -1.32069], [-2.46176, -1.68456, 0.23911], [0.56834, -1.86498, -2.66335], [-3.90617, 2.74782, -2.96608], [-3.16318, 2.25876, -1.81448], [-3.45252, 2.59977, -0.43152], [-2.28156, 1.97803, 0.30498], [-2.05866, 2.02409, 1.48818], [-1.47773, 1.36201, -0.64589], [-2.01165, 1.59960, -1.86442], [-1.43311, 1.21067, -2.99442], [-4.86629, 3.11864, -2.61837], [-4.09964, 1.93556, -3.66668], [-3.37868, 3.56095, -3.46735], [-4.39546, 2.17531, -0.08439], [-3.46724, 3.67964, -0.27500], [-0.49706, 0.84231, -2.93966], [-1.77616, 1.52637, -3.88582]], "e_tot_ha": -12190.81137, "gap_ha": 0.2166, "charge": 2, "homo_ha": -0.500}

Repeat the second record exactly.
{"formula": "C17H19Br4N9O3PtS", "method": "ωB97M-V with the def2-TZVPD basis set", "symbols": ["Pt", "Br", "C", "C", "Br", "C", "Br", "C", "O", "C", "O", "C", "Br", "C", "C", "N", "N", "C", "S", "N", "N", "H", "H", "H", "H", "H", "H", "C", "N", "C", "C", "N", "C", "H", "H", "H", "H", "H", "H", "C", "N", "C", "C", "O", "N", "C", "N", "H", "H", "H", "H", "H", "H", "H"], "coordinates": [[0.13552, 0.26289, -0.26329], [5.13073, -4.44032, 1.60643], [3.51657, -3.54647, 1.66788], [2.47532, -4.03877, 2.63718], [2.90027, -5.47424, 3.73255], [1.26162, -3.46167, 2.72196], [-0.09801, -3.99013, 3.87132], [0.94967, -2.30586, 1.87503], [-0.08309, -1.68703, 1.89027], [2.04116, -1.81580, 0.88459], [1.80342, -0.84582, 0.16465], [3.30973, -2.48859, 0.84223], [4.55607, -1.83698, -0.38537], [2.18990, 3.20004, 4.01946], [2.44558, 3.25101, 2.56151], [3.34685, 3.95866, 1.96582], [3.19430, 3.67122, 0.63775], [2.22254, 2.79870, 0.38271], [1.66611, 2.19798, -1.08179], [1.73477, 2.51464, 1.62597], [0.70107, 1.61342, 1.83389], [2.78486, 3.97004, 4.50295], [2.47577, 2.23215, 4.43527], [1.13627, 3.37505, 4.23862], [3.78237, 4.12190, -0.04482], [-0.18908, 2.08095, 2.00828], [0.92648, 0.99736, 2.60642], [-0.84243, -4.20660, -3.29819], [-1.06981, -3.17668, -2.28542], [-2.08196, -3.16055, -1.35627], [-1.89165, -2.05089, -0.59601], [-0.77610, -1.38915, -1.06181], [-0.30273, -2.10155, -2.07366], [-1.78772, -4.45600, -3.77221], [-0.41367, -5.09429, -2.83919], [-0.16056, -3.81688, -4.04885], [-2.83160, -3.93169, -1.32069], [-2.46176, -1.68456, 0.23911], [0.56834, -1.86498, -2.66335], [-3.90617, 2.74782, -2.96608], [-3.16318, 2.25876, -1.81448], [-3.45252, 2.59977, -0.43152], [-2.28156, 1.97803, 0.30498], [-2.05866, 2.02409, 1.48818], [-1.47773, 1.36201, -0.64589], [-2.01165, 1.59960, -1.86442], [-1.43311, 1.21067, -2.99442], [-4.86629, 3.11864, -2.61837], [-4.09964, 1.93556, -3.66668], [-3.37868, 3.56095, -3.46735], [-4.39546, 2.17531, -0.08439], [-3.46724, 3.67964, -0.27500], [-0.49706, 0.84231, -2.93966], [-1.77616, 1.52637, -3.88582]], "e_tot_ha": -12190.81137, "gap_ha": 0.2166, "charge": 2, "homo_ha": -0.500}

Copy entry 2 word for word.
{"formula": "C17H19Br4N9O3PtS", "method": "ωB97M-V with the def2-TZVPD basis set", "symbols": ["Pt", "Br", "C", "C", "Br", "C", "Br", "C", "O", "C", "O", "C", "Br", "C", "C", "N", "N", "C", "S", "N", "N", "H", "H", "H", "H", "H", "H", "C", "N", "C", "C", "N", "C", "H", "H", "H", "H", "H", "H", "C", "N", "C", "C", "O", "N", "C", "N", "H", "H", "H", "H", "H", "H", "H"], "coordinates": [[0.13552, 0.26289, -0.26329], [5.13073, -4.44032, 1.60643], [3.51657, -3.54647, 1.66788], [2.47532, -4.03877, 2.63718], [2.90027, -5.47424, 3.73255], [1.26162, -3.46167, 2.72196], [-0.09801, -3.99013, 3.87132], [0.94967, -2.30586, 1.87503], [-0.08309, -1.68703, 1.89027], [2.04116, -1.81580, 0.88459], [1.80342, -0.84582, 0.16465], [3.30973, -2.48859, 0.84223], [4.55607, -1.83698, -0.38537], [2.18990, 3.20004, 4.01946], [2.44558, 3.25101, 2.56151], [3.34685, 3.95866, 1.96582], [3.19430, 3.67122, 0.63775], [2.22254, 2.79870, 0.38271], [1.66611, 2.19798, -1.08179], [1.73477, 2.51464, 1.62597], [0.70107, 1.61342, 1.83389], [2.78486, 3.97004, 4.50295], [2.47577, 2.23215, 4.43527], [1.13627, 3.37505, 4.23862], [3.78237, 4.12190, -0.04482], [-0.18908, 2.08095, 2.00828], [0.92648, 0.99736, 2.60642], [-0.84243, -4.20660, -3.29819], [-1.06981, -3.17668, -2.28542], [-2.08196, -3.16055, -1.35627], [-1.89165, -2.05089, -0.59601], [-0.77610, -1.38915, -1.06181], [-0.30273, -2.10155, -2.07366], [-1.78772, -4.45600, -3.77221], [-0.41367, -5.09429, -2.83919], [-0.16056, -3.81688, -4.04885], [-2.83160, -3.93169, -1.32069], [-2.46176, -1.68456, 0.23911], [0.56834, -1.86498, -2.66335], [-3.90617, 2.74782, -2.96608], [-3.16318, 2.25876, -1.81448], [-3.45252, 2.59977, -0.43152], [-2.28156, 1.97803, 0.30498], [-2.05866, 2.02409, 1.48818], [-1.47773, 1.36201, -0.64589], [-2.01165, 1.59960, -1.86442], [-1.43311, 1.21067, -2.99442], [-4.86629, 3.11864, -2.61837], [-4.09964, 1.93556, -3.66668], [-3.37868, 3.56095, -3.46735], [-4.39546, 2.17531, -0.08439], [-3.46724, 3.67964, -0.27500], [-0.49706, 0.84231, -2.93966], [-1.77616, 1.52637, -3.88582]], "e_tot_ha": -12190.81137, "gap_ha": 0.2166, "charge": 2, "homo_ha": -0.500}

What is the formula in the second record?
C17H19Br4N9O3PtS